{"formula": "C36H72BF4IN3O11", "method": "the ωB97M-V functional and the def2-TZVPD basis", "symbols": ["I", "F", "F", "F", "F", "O", "O", "O", "O", "O", "O", "O", "O", "O", "O", "O", "N", "N", "N", "C", "C", "C", "C", "C", "C", "C", "C", "C", "C", "C", "C", "C", "C", "C", "C", "C", "C", "C", "C", "C", "C", "C", "C", "C", "C", "C", "C", "C", "C", "C", "C", "C", "C", "C", "C", "B", "H", "H", "H", "H", "H", "H", "H", "H", "H", "H", "H", "H", "H", "H", "H", "H", "H", "H", "H", "H", "H", "H", "H", "H", "H", "H", "H", "H", "H", "H", "H", "H", "H", "H", "H", "H", "H", "H", "H", "H", "H", "H", "H", "H", "H", "H", "H", "H", "H", "H", "H", "H", "H", "H", "H", "H", "H", "H", "H", "H", "H", "H", "H", "H", "H", "H", "H", "H", "H", "H", "H", "H"], "positions_angstrom": [[-1.35404, 2.88962, 1.48432], [-0.47667, -1.84863, 0.03299], [0.63803, 5.00763, -3.01319], [2.05705, 5.40377, -0.28167], [3.35940, 3.80139, -1.52778], [-1.35518, -1.19512, 5.26936], [5.36724, 5.49737, 4.78577], [9.49431, 1.39739, 0.05364], [3.38430, 1.54031, 1.11181], [6.71825, 0.48008, -0.39714], [2.55781, 5.19507, 3.91030], [-1.24689, 0.87261, 4.22896], [-5.87252, -3.98105, -5.79684], [3.15411, 0.87548, 3.41348], [-7.06114, -6.64195, -6.30902], [-3.17321, -3.62394, 3.63038], [1.60198, -0.63378, 0.26956], [-1.62605, 0.60018, -1.11805], [-0.83641, 0.89209, 1.09572], [4.22504, 5.64959, 5.62303], [4.45777, 0.20887, 3.39608], [1.90121, -2.58939, 3.14363], [-4.96210, -4.19593, -6.86490], [-3.15640, -2.92600, 4.90943], [-4.13736, -1.97429, -3.57937], [-6.24214, -1.14429, -2.17910], [-1.15681, 0.19835, 5.49230], [6.35406, 1.79878, -0.77973], [-7.71896, -5.55945, -5.65845], [2.99305, 4.38372, 2.83213], [-4.66725, -1.07159, -2.39038], [-6.60462, -1.17194, -0.60777], [-2.68644, -1.42831, 4.74522], [-7.45174, 0.10947, -0.16315], [-1.59654, -2.11933, -2.77594], [7.86730, 0.00750, -1.09906], [0.00650, 0.23232, 2.14315], [-0.38052, 0.66226, -0.34498], [1.44674, -0.24784, 1.68909], [-0.25380, -1.35197, -3.07100], [5.52143, 6.57822, 3.87684], [9.13269, 1.80913, 1.36354], [-7.22494, -4.21987, -6.18097], [0.67140, 1.75021, -0.84293], [1.01354, 4.09773, -1.99895], [-2.62187, -1.73317, -3.95828], [0.08173, 2.86960, -1.79481], [0.03989, 0.92590, 3.56470], [2.16617, 4.42006, -1.25925], [9.10756, 0.05472, -0.22118], [-6.06099, -7.23601, -5.49596], [0.32065, -0.76198, -0.47590], [3.08267, 4.75854, 5.16257], [0.78888, -1.21166, -1.90776], [1.73349, -1.56171, 2.52831], [2.67330, 0.75430, 2.07245], [2.50516, 3.40413, 2.88308], [9.76444, 1.30318, 2.10077], [-7.19109, -2.11044, -0.35319], [4.52932, -0.61247, 4.16084], [-2.50307, -0.60410, -4.09070], [3.91052, 6.69704, 5.66978], [-0.43744, -0.31518, -3.50959], [-6.70918, -2.08323, -2.60924], [5.93457, 1.79091, -1.79146], [1.18845, 2.29915, 0.01429], [-1.46662, -3.23503, -2.84086], [-0.24362, 0.44537, 6.09781], [-0.52449, -0.75273, 2.37395], [-2.58398, -3.51206, 5.68066], [0.70739, 0.24849, 4.19283], [-6.52750, -7.79669, -4.67972], [-2.43555, -4.26126, 3.66046], [-4.74570, -1.67199, -4.49393], [5.83363, 7.47751, 4.41716], [-5.11847, -5.16698, -7.33969], [5.30656, 0.92842, 3.58761], [2.70057, 4.86970, 1.90183], [-6.76931, -0.23179, -2.59221], [-5.06490, -3.39846, -7.60830], [1.74625, -3.42599, 3.86552], [-7.33961, -4.15696, -7.26770], [-8.78525, -5.65257, -5.88593], [-6.76459, 1.01162, -0.20900], [-4.24004, -2.93531, 5.25370], [4.59891, 6.77827, 3.32681], [-2.11528, -1.79668, -1.82718], [7.66850, -1.03399, -1.36970], [5.58775, 2.15236, -0.08801], [-2.37676, 1.19720, -0.76717], [-1.76433, 0.42552, 1.12686], [-2.31582, -2.17746, -4.95344], [8.02176, 0.57275, -2.02335], [-5.68431, -1.19298, 0.04227], [1.65851, -0.59793, -2.30810], [-3.46680, -0.78054, 5.25436], [1.54274, 1.30051, -1.41065], [8.95252, -0.50572, 0.70661], [-0.97509, 3.17438, -1.50707], [0.52830, 1.93764, 3.60391], [-7.59871, -5.62320, -4.57201], [4.52635, 5.34319, 6.62950], [-5.37538, -6.48842, -5.08869], [6.30335, 6.31232, 3.16456], [-5.49146, -7.93133, -6.11352], [-1.51646, 0.78339, -2.11429], [-0.03720, 2.38489, -2.82290], [-7.82710, -3.42350, -5.73208], [0.25913, -1.91677, -3.91657], [-4.31447, -3.07774, -3.44558], [-7.70138, -0.04840, 0.93013], [1.25072, -2.24518, -1.76059], [-8.37959, 0.24877, -0.78693], [-4.40521, 0.01904, -2.58512], [7.20440, 2.48287, -0.73602], [-2.75988, -1.17094, 3.64060], [4.66114, -0.28275, 2.38778], [9.93802, -0.41047, -0.76082], [9.30306, 2.88351, 1.43959], [3.40079, 3.71180, 5.11087], [8.08010, 1.60487, 1.57514], [4.07827, 4.25768, 2.83333], [2.26800, 4.82836, 5.89030], [-3.94982, -4.16344, -6.45854], [-2.04834, 0.55949, 6.10356], [-4.18714, -1.45701, -1.43982], [2.16727, -1.48179, 0.14192], [3.71571, 0.91954, 0.43096]], "forces_ev_per_angstrom": [[-0.067, 0.323, 0.043], [0.431, 1.768, -0.141], [-0.739, -0.525, 2.691], [1.923, -0.801, -2.671], [-1.920, 0.712, 2.386], [-0.291, 0.757, 0.100], [-0.282, 0.181, -0.138], [-0.317, -0.141, 0.212], [-0.756, -2.117, 0.816], [-0.014, 0.245, -0.104], [0.178, -0.266, -0.087], [1.479, 0.675, -0.194], [0.000, -0.167, -0.275], [-0.338, -1.114, -1.767], [0.199, 0.154, 0.290], [0.965, 0.012, 1.071], [-2.188, -0.101, -0.490], [0.000, 0.308, 0.677], [-0.295, -0.348, -0.569], [0.280, -0.460, 0.004], [1.233, -0.324, -0.139], [-1.008, -0.102, 0.886], [0.022, 0.118, 0.135], [-0.764, -0.014, -0.061], [-0.117, 0.590, -1.248], [-0.157, -0.239, 1.288], [-2.069, -0.160, 0.514], [-0.109, -0.084, 0.074], [-0.099, -0.056, -0.550], [-0.165, 0.234, -0.004], [-0.187, -0.749, -0.187], [-0.690, 0.436, -0.146], [-0.975, -0.493, -0.243], [0.977, -0.778, 0.498], [-1.033, 0.577, -1.394], [-0.036, -0.372, 0.391], [0.014, -2.082, 1.984], [0.180, -0.358, -1.979], [1.440, -1.769, 1.323], [0.147, -0.136, -0.263], [0.159, -0.073, 0.056], [0.182, 0.080, -0.084], [0.047, 0.040, 0.530], [0.954, 1.457, -0.052], [0.370, -0.531, -0.321], [0.191, 1.014, 0.842], [0.470, -0.999, -2.203], [0.769, -1.340, 0.836], [-1.423, 0.032, -0.323], [0.193, 0.335, -0.405], [-0.077, -0.094, -0.147], [2.408, -0.449, 0.053], [-0.194, 0.476, 0.082], [0.309, -0.795, -0.901], [-0.526, 1.323, -0.532], [1.697, 1.726, 0.945], [0.137, -0.097, -0.008], [-0.093, 0.005, 0.081], [0.664, 1.112, -0.354], [-0.523, 0.905, -0.629], [-0.214, -1.223, 0.004], [-0.055, -0.061, -0.069], [-0.054, -1.217, 0.551], [0.771, 1.169, 0.105], [0.063, 0.120, -0.057], [-0.724, -0.916, -0.701], [0.092, 1.078, 0.515], [-0.482, -0.675, -1.021], [0.404, 1.310, -0.515], [-0.291, 0.838, -0.736], [-0.384, 0.814, -1.177], [0.089, 0.020, 0.081], [-0.556, 0.413, -0.235], [0.669, -0.561, 1.000], [-0.060, 0.064, -0.086], [-0.024, 0.018, -0.025], [-1.119, -0.534, -0.255], [-0.022, 0.044, 0.123], [0.696, -1.141, 0.103], [0.032, -0.077, -0.096], [0.688, 1.046, -1.261], [0.020, -0.098, 0.040], [-0.012, 0.044, 0.040], [-1.022, -0.851, -0.158], [1.316, 0.214, -0.370], [-0.020, 0.032, 0.031], [0.982, -0.567, -0.934], [0.040, 0.002, -0.033], [0.063, -0.039, 0.018], [0.356, -0.007, -0.165], [0.641, 0.108, 0.085], [-0.472, 0.227, 1.178], [0.030, 0.048, 0.093], [-0.766, -0.047, -0.761], [-1.156, -0.452, 0.818], [1.124, -0.472, -0.251], [-1.285, 0.156, 0.863], [-0.083, 0.032, -0.039], [1.465, 0.173, -0.167], [-0.737, -0.687, -0.279], [0.069, 0.055, -0.040], [-0.062, 0.017, 0.019], [-0.030, 0.009, 0.041], [-0.013, -0.050, 0.102], [-0.106, 0.036, -0.029], [0.133, -0.161, 0.366], [-0.142, 0.457, 1.141], [-0.046, -0.015, -0.028], [-0.460, 0.767, 1.038], [-0.040, 1.106, 0.207], [-0.074, 0.395, -1.248], [-0.680, 1.211, 0.176], [1.015, -0.070, 0.736], [0.021, -1.329, 0.333], [-0.002, -0.023, -0.052], [0.260, -0.372, 1.216], [-0.170, 0.574, 1.173], [-0.043, -0.057, -0.001], [0.043, -0.070, -0.076], [0.073, 0.055, -0.048], [-0.008, -0.039, 0.016], [-0.023, -0.129, 0.025], [0.026, -0.013, 0.040], [-0.076, 0.031, 0.058], [1.043, -0.141, -0.842], [-0.409, 0.786, -0.949], [-0.444, 0.455, 0.327], [-0.423, 0.710, -0.159]], "lowdin_charge": [1.257, 0.023, 0.025, 0.079, 0.114, -0.120, -0.191, -0.187, 0.105, -0.205, -0.183, -0.164, -0.217, -0.034, -0.189, -0.098, 0.069, 0.118, -0.311, -0.197, -0.044, 0.148, -0.106, -0.195, -0.218, -0.195, -0.218, -0.107, -0.200, -0.096, -0.217, -0.259, -0.170, -0.136, -0.196, -0.196, -0.199, -0.398, -0.230, -0.204, -0.107, -0.107, -0.195, -0.141, -0.137, -0.207, -0.155, -0.194, -0.174, -0.198, -0.111, -0.345, -0.193, -0.105, -0.042, -0.561, 0.059, 0.090, 0.104, 0.106, 0.098, 0.128, 0.100, 0.110, 0.090, 0.095, 0.123, 0.158, 0.172, 0.132, 0.142, 0.089, 0.087, 0.116, 0.091, 0.086, 0.112, 0.074, 0.106, 0.090, 0.077, 0.127, 0.126, 0.070, 0.128, 0.083, 0.076, 0.124, 0.069, 0.072, 0.131, 0.113, 0.128, 0.085, 0.129, 0.131, 0.129, 0.125, 0.093, 0.112, 0.124, 0.126, 0.080, 0.089, 0.090, 0.083, 0.124, 0.123, 0.132, 0.118, 0.070, 0.143, 0.076, 0.113, 0.092, 0.124, 0.106, 0.127, 0.091, 0.123, 0.077, 0.099, 0.124, 0.082, 0.149, 0.090, 0.147, 0.106], "energy_ev": -85120.47881, "homo_energy_ha": -0.3894, "total_charge": 1, "homo_lumo_gap_ev": 5.71}